A cluster of 9 separate species, C42H39N9O12 in total. Source: the OMol25 dataset; level of theory: ωB97M-V/def2-TZVPD.

Values from the calculation:
F_max = 6.58 eV/A
LUMO level = -0.04196 hartree
HOMO-LUMO gap = 8.5 eV
SMILES = O=[N+]([O-])c1ccccc1.O=[N+]([O-])c1ccccc1.O=[N+]([O-])c1ccccc1.O=[N+]([O-])c1ccccc1.O=[N+]([O-])c1ccccc1.O=[N+]([O-])c1ccccc1.CC#N.CC#N.CC#N
Energy relative to the best compared isomer or geometry (same formula, charge and spin) = 373.7 kJ/mol

Each line ends with the Löwdin charge.
Element x y z (Å)
O  -22.95214  -23.12624  12.38867  0.066
N  -23.66520  -23.59524  13.24769  -0.379
O  -23.48771  -23.25618  14.37971  0.087
C  -24.86635  -24.35203  12.95430  -0.120
C  -25.22269  -24.55770  11.58822  0.004
C  -26.34884  -25.30378  11.30605  -0.074
C  -27.13914  -25.84887  12.32639  -0.047
C  -26.70659  -25.71666  13.65392  -0.079
C  -25.63548  -24.95725  13.95580  -0.018
H  -24.65327  -24.14974  10.76619  0.114
H  -26.57333  -25.34115  10.25030  0.105
H  -28.07463  -26.33076  12.08338  0.106
H  -27.27401  -26.29490  14.36811  0.112
H  -25.40544  -24.73264  14.98682  0.122
O  -15.16083  -18.95199  12.15031  0.083
N  -15.08940  -19.80932  13.00581  -0.363
O  -15.92810  -19.93514  13.89804  0.063
C  -13.95162  -20.69726  13.05585  -0.115
C  -14.03957  -21.92469  13.79466  0.009
C  -12.98937  -22.86444  13.75347  -0.049
C  -11.85010  -22.63438  12.93497  -0.071
C  -11.80694  -21.52725  12.14556  -0.098
C  -12.78826  -20.55146  12.21013  0.007
H  -14.88745  -22.00305  14.45900  0.108
H  -13.08597  -23.66278  14.47440  0.101
H  -10.97230  -23.24815  13.07339  0.106
H  -10.98184  -21.16214  11.55204  0.109
H  -12.77901  -19.66428  11.59432  0.110
O  -24.42256  -19.62255  0.03381  0.052
N  -23.62910  -19.06611  0.81498  -0.335
O  -22.49016  -19.47027  0.90409  0.068
C  -24.13103  -18.02719  1.75815  -0.131
C  -23.22255  -17.65222  2.76138  0.004
C  -23.60047  -16.67228  3.68207  -0.080
C  -24.83182  -16.08798  3.60801  -0.085
C  -25.73488  -16.39560  2.58163  -0.046
C  -25.37795  -17.41352  1.68073  -0.004
H  -22.32203  -18.23385  2.89242  0.114
H  -23.08467  -16.60772  4.62874  0.111
H  -24.99814  -15.32573  4.35480  0.108
H  -26.63596  -15.82250  2.42035  0.106
H  -26.01567  -17.63282  0.83716  0.115
O  -22.86100  -12.83637  17.11620  0.103
N  -23.48701  -13.57134  16.43923  -0.370
O  -24.63617  -13.41335  16.09036  0.069
C  -22.70338  -14.65869  15.69796  -0.099
C  -23.42497  -15.41543  14.75730  -0.024
C  -22.88828  -16.40537  13.96607  -0.068
C  -21.51951  -16.61935  14.08381  -0.066
C  -20.77242  -15.81515  14.95732  -0.078
C  -21.33793  -14.92780  15.84645  -0.014
H  -24.48040  -15.23573  14.61523  0.112
H  -23.42072  -17.03517  13.26875  0.109
H  -21.05088  -17.46515  13.60277  0.106
H  -19.73065  -16.09265  15.02150  0.105
H  -20.74729  -14.32659  16.52181  0.116
O  -29.13115  -18.16374  10.74324  0.060
N  -28.16538  -17.89209  10.00962  -0.304
O  -27.77033  -16.69666  9.94964  0.043
C  -27.60546  -18.91303  9.11285  -0.154
C  -26.32724  -18.68785  8.72132  -0.001
C  -25.74906  -19.71356  7.95980  -0.048
C  -26.45388  -20.87384  7.58044  -0.048
C  -27.74421  -21.04314  8.07520  -0.094
C  -28.28836  -20.09021  8.83499  -0.026
H  -25.75009  -17.77876  8.80423  0.127
H  -24.76844  -19.57263  7.52981  0.102
H  -26.08820  -21.66370  6.94107  0.105
H  -28.35626  -21.88670  7.79200  0.113
H  -29.26339  -20.34366  9.22419  0.126
O  -14.62135  -25.23512  9.28753  0.045
N  -13.75308  -24.90703  8.45797  -0.333
O  -13.84130  -23.83572  7.89327  0.074
C  -12.51798  -25.68680  8.38957  -0.154
C  -12.44864  -26.86756  9.10972  -0.011
C  -11.24779  -27.54357  9.14518  -0.072
C  -10.09630  -27.09574  8.49757  -0.071
C  -10.21443  -26.00380  7.67707  -0.058
C  -11.40433  -25.21885  7.67739  0.025
H  -13.27405  -27.10550  9.76430  0.118
H  -11.23917  -28.41475  9.78344  0.107
H  -9.23409  -27.71743  8.68863  0.111
H  -9.34386  -25.58983  7.19011  0.105
H  -11.54136  -24.23751  7.24776  0.113
C  -18.88493  -20.40958  8.69494  -0.091
C  -19.64870  -19.22168  8.81657  -0.288
N  -20.25242  -18.19066  8.82348  0.117
H  -19.34747  -21.16952  9.32474  0.089
H  -17.81303  -20.26164  8.82629  0.088
H  -18.84314  -20.72825  7.65341  0.087
C  -15.25791  -16.53127  7.28364  -0.063
C  -14.68970  -15.43778  8.14143  -0.278
N  -14.18543  -14.64745  8.75138  0.123
H  -15.23525  -16.24281  6.23275  0.075
H  -16.29880  -16.76635  7.50598  0.070
H  -14.68182  -17.43958  7.46018  0.073
C  -20.09575  -26.34752  9.12148  -0.074
C  -21.09151  -27.35795  8.65941  -0.263
N  -21.88256  -28.15705  8.34636  0.111
H  -19.28721  -26.95962  9.52108  0.074
H  -20.32877  -25.69742  9.96480  0.077
H  -19.66053  -25.78900  8.29279  0.076

Force components x, y, z for each atom (eV/Å):
-0.03 -0.94 -1.95
-0.05 1.99 0.10
-0.26 -0.54 2.58
-0.98 -1.45 -2.32
0.63 0.13 1.75
-0.37 0.39 0.14
0.93 0.44 -0.41
-1.92 -1.27 -1.54
1.89 1.59 0.71
0.22 0.14 0.24
-0.51 -0.43 0.03
0.08 -0.28 0.06
0.07 0.44 0.51
0.31 -0.22 0.07
0.42 -0.26 -0.35
-0.84 0.81 1.26
0.51 -0.22 -0.58
2.63 -3.16 -1.10
0.64 1.56 -0.62
-0.30 1.49 -0.29
-0.90 -0.94 1.75
-0.10 2.21 -0.29
-3.14 0.38 0.97
-0.02 -0.41 -0.01
0.37 -0.34 -0.28
-0.08 -0.33 -0.34
0.47 -0.86 -0.08
0.33 0.05 -0.07
0.25 1.63 1.05
-1.51 -2.15 -1.06
0.32 0.91 0.48
1.16 0.76 0.81
-0.74 -0.35 0.01
0.27 -1.96 0.18
-0.77 0.88 -0.50
1.17 -0.53 -0.18
-0.02 0.43 -0.57
0.14 0.21 -0.15
0.63 0.49 -0.25
-0.64 0.07 -0.03
-0.14 -0.19 0.18
-0.13 -0.20 0.04
1.24 1.22 1.99
0.32 -1.51 -3.09
-0.43 -0.23 0.49
-0.63 -1.31 -0.79
-1.28 0.70 0.27
1.67 -0.20 0.23
-0.17 0.45 0.72
0.29 -1.69 -0.08
-0.88 1.52 -0.22
-0.08 0.30 0.32
-0.53 0.27 0.15
0.18 0.21 -0.33
0.22 0.41 0.20
0.09 -0.14 0.14
1.65 -0.70 -1.21
-2.53 3.12 1.11
0.24 -2.85 -0.39
-0.36 0.52 1.50
1.32 -1.05 -1.79
-0.15 -0.84 -1.07
-0.05 0.70 0.75
1.09 -0.96 -1.56
-1.56 1.05 1.60
-0.40 0.11 0.61
0.18 0.08 0.19
0.58 0.26 -0.07
0.16 -0.22 0.06
-0.16 0.78 0.28
1.14 -0.68 -1.18
-1.46 1.37 2.39
0.67 -0.36 -0.96
1.02 -0.42 -0.64
-0.04 0.62 0.25
-0.37 -0.22 0.64
-1.38 -1.14 0.27
-0.35 2.06 0.18
-0.50 -0.94 0.55
-0.09 -0.39 -0.24
0.35 -0.15 -0.02
0.47 0.43 -0.52
0.02 -0.06 -0.21
0.49 -0.09 -0.49
0.77 -1.15 -0.66
-2.91 5.90 -0.26
2.46 -4.48 0.11
0.53 -0.21 -0.04
-0.11 0.14 0.99
-0.75 -0.21 -0.13
0.16 0.56 0.54
-2.27 -3.77 -2.98
1.69 2.83 2.19
0.29 -0.01 0.10
0.06 0.29 0.33
0.08 0.11 -0.18
0.64 -1.22 -0.12
-1.46 -0.31 0.02
1.69 1.59 0.55
0.29 -0.02 -0.08
-0.83 -0.07 -0.36
-0.33 0.03 0.01